# 1
C4H7NOS as an isolated structure in a non-equilibrium geometry, computed with the ωB97M-V functional and the def2-TZVPD basis.

Calculated values
- Maximum force: 3.7 eV/Å
- Frontier orbital gap (alpha / beta): 7.34 / 7.59 eV
- Energy above the lowest of the compared OMol25 structures with the same formula, charge and spin: 108.6 kcal per mole

The geometry in ORCA input format:
```
! wB97M-V def2-TZVPD RIJCOSX def2/J DEFGRID3
* xyz 0 1
C 2.05 0.92 0.04
C -1.37 -0.08 0.53
C -0.31 1.06 -0.23
C -1.21 -1.50 0.03
N 0.93 0.45 -0.36
O 3.06 0.23 0.17
S 0.53 -1.82 -0.04
H 1.99 2.01 0.22
H -1.05 0.09 1.60
H -2.34 0.23 0.57
H -0.70 1.27 -1.27
H -0.44 1.90 0.39
H -1.90 -2.17 -0.49
H 0.76 -2.61 -1.16
*
```

***

# 2
A 2-piece molecular cluster, CH6N6 overall in a non-equilibrium geometry, computed with the ωB97M-V functional and the def2-TZVPD basis.

Calculated values
- Maximum force: 2.7 eV/Å
- Frontier orbital gap (alpha / beta): 7.37 / 8.74 eV
- Energy above the lowest of the compared OMol25 structures with the same formula, charge and spin: 19.6 kcal per mole

The geometry in ORCA input format:
```
! wB97M-V def2-TZVPD RIJCOSX def2/J DEFGRID3
* xyz 2 1
C 0.82 -0.73 0.19
N 2.09 -0.75 0.28
N 3.13 -0.11 0.03
N 4.17 0.23 -0.17
N -0.15 1.47 -0.19
N -0.01 0.21 -0.31
N -2.28 -0.63 -0.05
H 0.42 -1.72 0.35
H -0.37 1.97 -1.07
H -0.12 1.90 0.82
H -2.63 -1.48 -0.43
H -2.66 0.20 -0.40
H -2.40 -0.56 0.95
*
```

***

# 3
C38H38IrN5O2PS2 as an isolated structure in a non-equilibrium geometry, computed with the ωB97M-V functional and the def2-TZVPD basis.

Calculated values
- Maximum force: 2.6 eV/Å
- Frontier orbital gap (alpha / beta): 6.05 / 6.06 eV
- Energy above the lowest of the compared OMol25 structures with the same formula, charge and spin: 0.0 kcal per mole

The geometry in ORCA input format:
```
! wB97M-V def2-TZVPD RIJCOSX def2/J DEFGRID3
* xyz 1 1
Ir 1.02 0.22 0.69
S 0.98 0.20 3.15
C 2.59 0.78 3.11
S 3.03 1.20 1.51
C 3.41 0.85 4.18
C 3.03 0.22 5.41
N 2.73 -0.36 6.36
C 4.69 1.50 4.09
N 5.69 2.05 4.02
C 0.61 1.36 -3.01
C 1.97 1.71 -2.41
C 1.83 2.74 -1.29
C 2.70 0.43 -1.96
C 3.13 -0.40 -3.17
O 2.63 -1.73 -2.88
C 1.96 -1.68 -1.74
N 1.89 -0.54 -1.16
C 1.44 -2.98 -1.30
C 1.54 -4.05 -2.19
C 1.12 -5.31 -1.82
C 0.61 -5.53 -0.55
C 0.52 -4.48 0.34
C 0.92 -3.19 -0.03
P 0.80 -1.94 1.28
C -0.88 -2.18 1.92
C -1.90 -2.38 0.98
C -3.21 -2.52 1.40
C -3.52 -2.44 2.75
C -2.52 -2.21 3.68
C -1.20 -2.07 3.27
C 2.01 -2.59 2.46
C 1.69 -3.49 3.46
C 2.68 -3.93 4.33
C 3.98 -3.49 4.20
C 4.31 -2.61 3.18
C 3.33 -2.16 2.31
H 0.05 2.26 -3.22
H 0.04 0.73 -2.33
H 0.71 0.81 -3.95
H 2.60 2.15 -3.18
H 1.22 2.36 -0.46
H 1.34 3.64 -1.65
H 2.80 3.01 -0.89
H 3.56 0.70 -1.35
H 4.20 -0.46 -3.31
H 2.66 -0.06 -4.10
H 1.94 -3.88 -3.18
H 1.21 -6.13 -2.53
H 0.28 -6.52 -0.25
H 0.13 -4.65 1.34
H -1.66 -2.44 -0.08
H -3.99 -2.69 0.67
H -4.55 -2.54 3.07
H -2.76 -2.14 4.73
H -0.43 -1.88 4.00
H 0.68 -3.84 3.60
H 2.42 -4.62 5.13
H 4.74 -3.81 4.90
H 5.33 -2.26 3.07
H 3.59 -1.46 1.52
C -5.07 2.85 -4.29
C -4.76 3.88 -3.21
N -3.61 3.55 -2.37
C -2.36 4.26 -2.61
C -1.80 3.99 -4.01
C -3.78 2.59 -1.43
O -4.79 1.90 -1.36
C -2.79 2.49 -0.29
C -3.12 3.15 0.88
C -2.35 2.95 2.01
C -1.26 2.09 1.93
N -0.91 1.47 0.80
C -1.69 1.65 -0.29
H -5.93 3.16 -4.87
H -5.29 1.89 -3.83
H -4.22 2.72 -4.97
H -5.63 3.96 -2.55
H -4.57 4.86 -3.65
H -1.64 3.96 -1.85
H -2.53 5.33 -2.50
H -1.69 2.91 -4.17
H -0.84 4.47 -4.13
H -2.47 4.38 -4.78
H -3.98 3.81 0.90
H -2.57 3.44 2.94
H -0.65 1.90 2.80
H -1.42 1.11 -1.18
*
```

***

# 4
A 2-piece molecular cluster, C2H7IOSi overall in a non-equilibrium geometry, computed with the ωB97M-V functional and the def2-TZVPD basis.

Calculated values
- Maximum force: 3.4 eV/Å
- Frontier orbital gap: 7.55 eV
- Energy above the lowest of the compared OMol25 structures with the same formula, charge and spin: 56.5 kcal per mole

The geometry in ORCA input format:
```
! wB97M-V def2-TZVPD RIJCOSX def2/J DEFGRID3
* xyz 0 1
C -0.20 -0.40 -0.62
C 1.23 -0.53 0.13
O 1.85 0.76 0.38
Si -2.13 2.02 1.86
I -4.37 2.24 0.70
H -1.02 -0.08 0.03
H -0.07 0.30 -1.41
H -0.54 -1.28 -1.00
H 1.98 -1.20 -0.51
H 0.96 -0.91 1.13
H -2.55 0.94 2.67
H 1.27 1.44 0.12
*
```

***

# 5
C4H8N4 as an isolated structure in a non-equilibrium geometry, computed with the ωB97M-V functional and the def2-TZVPD basis.

Calculated values
- Maximum force: 5.4 eV/Å
- Frontier orbital gap: 9.03 eV
- Energy above the lowest of the compared OMol25 structures with the same formula, charge and spin: 217.6 kcal per mole

The geometry in ORCA input format:
```
! wB97M-V def2-TZVPD RIJCOSX def2/J DEFGRID3
* xyz 0 1
C 0.73 -0.17 0.39
C -0.36 1.92 -0.34
C 0.05 2.93 0.54
C -1.71 -1.35 -0.94
H 2.01 -2.36 2.01
H 2.80 -1.38 0.22
H 1.83 0.35 -0.07
H -0.94 2.43 -1.18
H -0.02 3.92 0.01
H 0.05 2.35 1.75
H -2.51 -1.68 -1.55
H -1.78 -2.16 -0.05
N 1.82 -2.10 0.66
N 0.58 -1.31 0.88
N -0.32 0.50 -0.24
N -1.18 -0.16 -1.17
*
```

***

# 6
One molecule with the formula C4H5NO in a non-equilibrium geometry, computed with the ωB97M-V functional and the def2-TZVPD basis.

Calculated values
- Maximum force: 1.1 eV/Å
- SMILES: C[C@H](C#N)C=O
- Frontier orbital gap: 10.97 eV
- Energy above the lowest of the compared OMol25 structures with the same formula, charge and spin: 18.7 kcal per mole

The geometry in ORCA input format:
```
! wB97M-V def2-TZVPD RIJCOSX def2/J DEFGRID3
* xyz 0 1
C -0.92 -0.73 0.52
C 0.21 0.29 0.33
C -0.29 1.50 -0.33
N -0.69 2.43 -0.88
C 1.32 -0.31 -0.55
O 1.09 -0.76 -1.65
H -1.75 -0.28 1.08
H -1.29 -1.06 -0.45
H -0.55 -1.60 1.08
H 0.64 0.57 1.30
H 2.34 -0.31 -0.13
*
```

***

# 7
A 3-piece molecular cluster, C2H10O3 overall, computed with the ωB97M-V functional and the def2-TZVPD basis.

Calculated values
- Maximum force: 0.8 eV/Å
- SMILES: CCO.O.O
- Frontier orbital gap: 11.15 eV
- Energy above the lowest of the compared OMol25 structures with the same formula, charge and spin: 3.8 kcal per mole

The geometry in ORCA input format:
```
! wB97M-V def2-TZVPD RIJCOSX def2/J DEFGRID3
* xyz 0 1
C 1.45 0.58 -1.95
C 0.14 -0.17 -1.76
O -0.89 0.68 -1.24
H 2.17 -0.06 -2.46
H 1.79 0.99 -0.99
H 1.31 1.49 -2.54
H 0.28 -1.00 -1.07
H -0.17 -0.56 -2.74
H -1.13 1.30 -1.93
O -1.31 -1.54 4.18
H -1.35 -1.19 3.27
H -0.79 -0.88 4.65
O -0.64 -0.08 1.84
H -0.59 -0.38 0.93
H -0.28 0.81 1.81
*
```

***

# 8
A 3-piece molecular cluster, C3H10O3 overall in a non-equilibrium geometry, computed with the ωB97M-V functional and the def2-TZVPD basis.

Calculated values
- Maximum force: 2.1 eV/Å
- SMILES: C/C=C/O.O.O
- Frontier orbital gap: 9.44 eV
- Energy above the lowest of the compared OMol25 structures with the same formula, charge and spin: 29.6 kcal per mole

The geometry in ORCA input format:
```
! wB97M-V def2-TZVPD RIJCOSX def2/J DEFGRID3
* xyz 0 1
C -1.54 1.22 1.16
C -0.11 0.87 1.41
C 0.63 -0.12 0.92
O 1.95 -0.42 1.16
H -1.57 1.59 0.14
H -2.23 0.46 1.53
H -1.75 2.06 1.82
H 0.49 1.73 1.75
H 0.17 -1.00 0.48
H 2.31 0.31 1.70
O 3.26 -2.45 -2.65
H 3.02 -3.35 -2.45
H 2.80 -1.91 -2.00
O -3.79 1.09 -1.20
H -4.56 1.24 -0.62
H -4.10 1.51 -1.98
*
```

***

# 9
An isolated ion of composition C4H6NO and charge +1 in a non-equilibrium geometry, computed with the ωB97M-V functional and the def2-TZVPD basis.

Calculated values
- Maximum force: 2.1 eV/Å
- Frontier orbital gap (alpha / beta): 8.51 / 6.95 eV
- ⟨S²⟩: 2.018
- Energy above the lowest of the compared OMol25 structures with the same formula, charge and spin: 17.9 kcal per mole

The geometry in ORCA input format:
```
! wB97M-V def2-TZVPD RIJCOSX def2/J DEFGRID3
* xyz 1 3
C 2.22 0.02 0.00
C 0.04 -1.20 0.04
C -0.86 1.19 -0.04
C -1.02 -0.23 0.02
N 1.36 -0.81 -0.11
O 3.14 0.70 0.05
H -0.17 -2.00 -0.71
H -0.08 -1.79 0.98
H -1.58 1.70 0.62
H -1.17 1.54 -1.04
H 0.16 1.53 0.14
H -2.03 -0.64 0.05
*
```

***

# 10
A 12-piece molecular cluster, C35H61N12O13 overall in a non-equilibrium geometry, computed with the ωB97M-V functional and the def2-TZVPD basis.

Calculated values
- Maximum force: 12.0 eV/Å
- Frontier orbital gap: 3.72 eV
- Energy above the lowest of the compared OMol25 structures with the same formula, charge and spin: 0.0 kcal per mole

The geometry in ORCA input format:
```
! wB97M-V def2-TZVPD RIJCOSX def2/J DEFGRID3
* xyz 1 1
C 0.97 -1.43 -1.12
C 0.32 -0.62 0.08
C -0.30 0.77 -0.45
C -1.75 0.61 -0.94
C -2.60 -0.17 0.08
C -2.13 -1.53 0.44
N -0.66 -1.42 0.75
O -0.10 -2.43 1.42
C -2.43 -2.57 -0.71
C -2.81 -2.06 1.63
C 1.35 -0.12 1.06
H 0.30 -1.86 -1.90
H 1.73 -2.26 -0.98
H 1.43 -0.75 -1.82
H -0.02 1.13 -1.41
H -0.46 1.49 0.37
H -1.62 0.21 -1.98
H -2.31 1.46 -0.93
H -3.71 -0.19 -0.28
H -2.49 0.56 0.89
H -2.64 -2.14 -1.73
H -3.30 -3.21 -0.59
H -1.45 -3.09 -0.66
H -3.73 -1.80 1.65
H -2.64 -1.35 2.61
H -2.73 -2.92 2.04
H 2.09 -0.85 1.16
H 0.92 0.24 2.03
H 2.03 0.66 0.67
N -7.10 -2.86 -0.55
C -7.05 -1.42 -0.64
C -6.27 -1.12 -1.90
C -5.73 -2.38 -2.36
C -6.36 -3.47 -1.55
H -7.52 -3.49 0.24
H -7.75 -0.94 0.03
H -6.04 -0.12 -2.05
H -5.19 -2.58 -3.30
H -6.25 -4.48 -1.51
N 2.32 3.65 0.53
C 1.13 4.48 0.14
C 1.08 4.27 -1.33
C 2.14 3.19 -1.59
C 2.91 2.91 -0.41
H 2.42 3.24 1.63
H 0.52 5.08 0.92
H 0.44 4.74 -1.92
H 2.20 2.82 -2.57
H 3.80 2.34 -0.25
N 2.58 -5.39 -3.67
C 1.47 -4.60 -3.58
C 0.80 -4.84 -2.28
C 1.69 -5.67 -1.45
C 2.83 -5.95 -2.33
H 3.28 -5.23 -4.18
H 1.10 -3.98 -4.42
H -0.24 -4.43 -2.00
H 1.64 -6.08 -0.53
H 3.71 -6.38 -2.21
N 3.33 4.55 3.47
C 2.18 5.26 3.40
C 1.06 4.23 3.52
C 1.75 2.91 3.47
C 3.20 3.14 3.56
H 4.42 5.02 3.52
H 2.00 6.27 3.26
H -0.01 4.53 3.81
H 1.43 1.87 3.37
H 4.09 2.67 3.59
N 4.77 -1.49 -1.56
C 4.13 -2.28 -2.61
C 3.93 -1.27 -3.82
C 4.54 -0.01 -3.33
C 5.01 -0.20 -1.97
H 5.00 -1.86 -0.57
H 3.89 -3.23 -2.50
H 3.50 -1.33 -4.71
H 4.56 0.98 -3.76
H 5.64 0.51 -1.33
C 3.45 -4.14 1.87
N 4.52 -4.13 0.88
O 5.04 -3.05 0.73
O 4.99 -5.14 0.43
H 2.62 -3.51 1.55
H 3.79 -3.61 2.73
H 3.17 -5.25 2.05
C -0.57 -1.20 -6.15
N -1.02 -1.06 -4.78
O -2.10 -1.67 -4.50
O -0.37 -0.45 -3.95
H -1.26 -1.53 -6.79
H 0.38 -1.76 -6.17
H -0.46 -0.38 -6.62
C -4.37 3.68 2.08
N -3.06 3.92 1.69
O -2.34 4.28 2.55
O -2.72 3.58 0.57
H -4.29 3.57 3.00
H -4.92 2.95 1.72
H -4.98 4.50 1.91
C 4.43 0.03 5.01
N 3.81 -0.27 3.74
O 4.25 0.15 2.78
O 2.61 -0.77 3.93
H 4.24 -0.94 5.57
H 4.05 0.81 5.63
H 5.60 0.20 4.81
C -3.13 5.33 -2.11
N -3.84 4.11 -2.38
O -3.12 3.19 -2.85
O -5.02 3.91 -2.02
H -2.90 6.05 -2.95
H -2.19 4.93 -1.59
H -3.65 5.90 -1.22
C -1.66 2.03 5.40
N -2.04 1.30 4.13
O -3.21 1.18 3.87
O -1.19 1.10 3.23
H -1.23 1.21 6.02
H -2.60 2.30 5.83
H -0.98 2.67 5.29
*
```